Entry 1:
BrClHIN2 | wB97M-V/def2-TZVPD

ORCA input file:
```
! wB97M-V def2-TZVPD RIJCOSX def2/J DEFGRID3
* xyz 0 3
N 0.8142 0.0859 -0.1837
N -0.2648 0.4787 -0.6027
Cl 1.4749 -1.4650 -0.8664
Br -2.0100 -1.4736 0.6546
I -0.9009 2.2704 0.1497
H 0.8867 0.1036 0.8484
*
```

The gap between HOMO and LUMO (alpha / beta) is 6.883 / 6.494 eV. As for the HOMO energy (alpha / beta): -8.17 / -9.94 eV. As for the LUMO energy (alpha / beta): -1.3 / -3.4 eV.

***

Entry 2:
BrClN3P3 | wB97M-V/def2-TZVPD

ORCA input file:
```
! wB97M-V def2-TZVPD RIJCOSX def2/J DEFGRID3
* xyz 0 1
N 1.8391 -0.0473 -0.6586
N -0.4238 1.3295 -0.7625
N 1.8480 -1.9939 1.4137
P 1.2933 -0.9854 0.4856
P 0.9924 1.1262 -1.4614
P -1.0199 0.4474 0.5084
Cl -2.6404 1.4905 1.0735
Br -1.8888 -1.3670 -0.5987
*
```

The gap between HOMO and LUMO (alpha / beta) is 6.894 / 6.894 eV. As for the HOMO energy (alpha / beta): -9.72 / -9.73 eV. As for the LUMO energy (alpha / beta): -2.8 / -2.8 eV.

***

Entry 3:
BrClO3P | wB97M-V/def2-TZVPD

ORCA input file:
```
! wB97M-V def2-TZVPD RIJCOSX def2/J DEFGRID3
* xyz -1 1
O -0.1779 0.8596 1.4404
O 1.0544 0.9949 -0.8406
O -0.6780 -0.7166 -0.5647
P 0.3295 0.2591 0.1806
Cl -1.8837 0.2745 -1.0071
Br 1.3557 -1.6715 0.7914
*
```

The gap between HOMO and LUMO is 9.070 eV. As for the HOMO energy: -5.62 eV. As for the LUMO energy: 3.4 eV.

***

What are the energy above the lowest of the compared OMol25 structures with the same formula, charge and spin values for these records? In order: 0.289, 3.610, 0.659 eV.